1.
Computed, not measured: a 3-piece molecular cluster, C19H40INO10P2S2 overall in a non-equilibrium geometry, with ωB97M-V with the def2-TZVPD basis set.

Results
Molar mass = 695.51 g/mol
SMILES = CCCCN[C@H]1[C@H](I)OS(=O)(=O)[C@@](S)(P(C)CC)[C@]1(O)P(O)O.CCOC(C)=O.CCOC(C)=O
2S+1 = 1

CARTESIAN COORDINATES (ANGSTROEM)
1 C -6.524 2.609 -3.239
2 C -5.231 1.800 -3.359
3 C -4.049 2.425 -2.608
4 C -2.670 2.030 -3.166
5 N -1.908 1.169 -2.235
6 C -0.660 1.748 -1.765
7 C -1.018 2.932 -0.849
8 I -0.371 4.814 -1.682
9 O -0.436 2.897 0.445
10 S -0.762 1.579 1.287
11 O -0.047 1.759 2.508
12 O -2.171 1.368 1.361
13 C 0.006 0.224 0.296
14 S 1.561 -0.225 1.126
15 P -1.139 -1.281 0.603
16 C -0.043 -2.686 0.140
17 C -2.471 -1.361 -0.649
18 C -3.306 -2.627 -0.367
19 C 0.303 0.700 -1.173
20 O 0.310 -0.469 -1.981
21 P 2.053 1.457 -1.559
22 O 2.327 2.437 -0.289
23 O 3.037 0.160 -1.404
24 H -6.329 3.682 -3.280
25 H -7.208 2.386 -4.058
26 H -7.045 2.402 -2.305
27 H -5.430 0.814 -2.930
28 H -4.992 1.621 -4.410
29 H -4.171 3.510 -2.552
30 H -4.089 2.067 -1.577
31 H -2.839 1.444 -4.072
32 H -2.094 2.906 -3.472
33 H -1.738 0.285 -2.689
34 H -0.113 2.169 -2.623
35 H -2.096 3.029 -0.757
36 H 1.063 -0.603 2.312
37 H 0.670 -2.415 -0.631
38 H -0.655 -3.540 -0.140
39 H 0.497 -2.968 1.041
40 H -3.111 -0.484 -0.601
41 H -2.099 -1.420 -1.673
42 H -4.254 -2.561 -0.897
43 H -3.510 -2.701 0.703
44 H -2.776 -3.523 -0.681
45 H 0.507 -0.194 -2.886
46 H 3.081 2.196 0.257
47 H 3.416 0.033 -0.526
48 C 5.056 -2.409 -2.526
49 C 4.781 -3.829 -2.977
50 O 3.878 -4.504 -2.098
51 C 2.537 -4.413 -2.216
52 C 1.943 -3.368 -3.134
53 O 1.850 -5.120 -1.534
54 H 4.154 -1.797 -2.541
55 H 5.797 -1.942 -3.176
56 H 5.437 -2.411 -1.505
57 H 4.421 -3.871 -4.006
58 H 5.697 -4.417 -2.939
59 H 1.760 -2.460 -2.556
60 H 0.992 -3.746 -3.501
61 H 2.561 -3.122 -3.994
62 C 2.514 1.917 8.301
63 C 3.008 0.772 7.440
64 O 1.969 -0.158 7.136
65 C 1.123 0.001 6.091
66 C 1.084 1.320 5.358
67 O 0.387 -0.903 5.815
68 H 1.760 2.510 7.784
69 H 3.342 2.574 8.571
70 H 2.062 1.530 9.214
71 H 3.490 1.125 6.527
72 H 3.750 0.191 7.986
73 H 0.323 1.957 5.807
74 H 0.811 1.131 4.325
75 H 2.036 1.848 5.353

2.
Computed, not measured: C19H40Li3N14O19 as an isolated structure in a non-equilibrium geometry, with ωB97M-V with the def2-TZVPD basis set.

Results
Charge = -1
Molar mass = 789.43 g/mol
2S+1 = 1

CARTESIAN COORDINATES (ANGSTROEM)
1 Li 8.589 3.616 3.981
2 Li 9.713 6.562 3.381
3 Li 12.316 4.257 3.816
4 C 5.034 5.131 5.050
5 C 4.240 6.172 4.492
6 C 4.847 7.057 3.419
7 O 4.267 8.043 3.012
8 C 6.192 6.819 2.984
9 C 6.884 5.760 3.457
10 C 6.320 4.905 4.612
11 O 7.040 3.932 5.035
12 O 8.054 5.394 3.049
13 O 3.095 6.355 4.889
14 H 4.667 4.496 5.844
15 H 6.617 7.458 2.222
16 C 9.735 4.077 7.237
17 C 10.112 3.692 8.543
18 C 11.555 3.377 8.827
19 O 11.930 3.014 9.953
20 C 12.471 3.411 7.758
21 C 12.099 3.663 6.470
22 C 10.638 4.107 6.183
23 O 10.332 4.360 4.962
24 O 12.951 3.693 5.513
25 O 9.246 3.480 9.415
26 H 8.728 4.319 6.938
27 H 13.497 3.198 8.026
28 C 11.750 8.519 7.876
29 O 11.258 8.050 6.850
30 N 13.063 8.265 8.212
31 N 11.051 9.167 8.854
32 H 13.477 8.510 9.098
33 H 13.541 7.546 7.696
34 H 11.544 9.478 9.668
35 H 10.127 9.508 8.645
36 C 6.080 2.884 11.456
37 O 4.972 2.826 11.963
38 N 7.232 3.094 12.191
39 N 6.279 2.959 10.099
40 H 7.241 2.874 13.169
41 H 8.106 2.969 11.704
42 H 7.230 3.021 9.777
43 H 5.515 2.930 9.455
44 C 10.293 4.472 12.848
45 O 9.994 5.010 13.900
46 N 9.949 5.042 11.639
47 N 11.112 3.376 12.706
48 H 10.141 4.666 10.725
49 H 9.528 5.933 11.824
50 H 11.459 3.050 13.594
51 H 11.605 3.116 11.864
52 C 6.372 6.612 8.803
53 O 5.505 7.444 8.663
54 N 6.838 5.784 7.798
55 N 7.236 6.612 9.903
56 H 6.228 5.718 6.990
57 H 7.725 5.324 7.814
58 H 6.992 7.206 10.673
59 H 7.885 5.858 10.038
60 C 15.148 5.224 10.956
61 O 16.106 5.902 10.640
62 N 14.792 4.039 10.315
63 N 14.277 5.556 11.991
64 H 15.247 4.027 9.409
65 H 13.826 3.741 10.365
66 H 14.431 6.375 12.545
67 H 13.530 4.922 12.213
68 C 15.087 0.897 5.685
69 O 15.732 -0.054 6.083
70 N 15.603 1.865 4.845
71 N 13.720 0.980 5.873
72 H 14.994 2.492 4.363
73 H 16.580 1.799 4.626
74 H 13.237 1.846 5.653
75 H 13.202 0.152 6.091
76 C 15.939 5.467 7.355
77 O 16.440 6.456 7.844
78 N 14.908 5.601 6.418
79 N 16.284 4.156 7.592
80 H 14.442 6.489 6.487
81 H 14.389 4.747 6.274
82 H 15.908 3.412 7.024
83 H 17.123 3.871 8.067
84 O 8.706 1.422 6.682
85 H 9.067 2.060 7.306
86 H 7.761 1.617 6.659
87 O 10.086 0.771 11.070
88 H 10.146 1.698 10.800
89 H 10.634 0.713 11.858
90 O 14.068 0.473 10.113
91 H 13.971 1.430 10.171
92 H 13.209 0.166 9.802
93 O 9.294 7.580 5.105
94 H 9.894 7.501 5.871
95 H 8.602 8.188 5.385

E_LUMO (eV)
0.040, -0.889
Gap between HOMO and LUMO (Ha)
0.307, 0.158